Record 1
A molecular structure, C42H56BBrN2O5Si3V in a non-equilibrium geometry, computed with wB97M-V/def2-TZVPD.

As for the charge: +1. For the HOMO-LUMO gap (spin up / spin down), the calculation gives 7.0 / 7.0 eV. The value obtained for the LUMO energy (spin up / spin down) is -3.77 / -3.77 eV. The strongest force on any atom comes out at 1.5 eV/A.

Last column: Mulliken charge in e.
Atoms and positions in Å:
V 0.50 -0.64 -0.77  -0.52
C -1.37 -3.80 1.36  -1.46
Si 0.38 -3.72 0.71  0.78
C 1.31 -4.80 1.95  -1.42
C 0.27 -4.59 -0.95  -1.09
C 1.28 -1.99 0.56  1.39
Si 1.37 -1.29 2.36  0.51
C 1.88 0.50 2.51  -0.23
C 2.60 -2.25 3.41  -1.12
C -0.28 -1.39 3.23  -1.22
Si 3.03 -2.43 -0.04  0.09
C 4.51 -1.50 0.65  -1.42
C 3.62 -4.21 0.02  -1.74
C 2.90 -2.09 -1.95  0.56
C 3.28 -3.06 -2.86  -0.73
C 3.13 -2.88 -4.22  -0.46
C 2.54 -1.71 -4.69  -1.27
C 2.15 -0.77 -3.78  -0.67
N 2.34 -0.95 -2.44  0.50
H -1.39 -4.68 2.00  0.43
H -2.07 -3.97 0.54  0.38
H -1.73 -2.96 1.94  0.39
H 1.19 -5.84 1.64  0.36
H 0.84 -4.70 2.93  0.38
H 2.37 -4.62 2.08  0.31
H 0.15 -5.66 -0.73  0.67
H 1.10 -4.48 -1.64  0.20
H -0.63 -4.27 -1.47  0.22
H 2.89 0.73 2.20  0.22
H 1.81 0.71 3.59  0.67
H 1.19 1.18 2.02  -0.69
H 3.47 -2.65 2.90  0.24
H 2.11 -3.09 3.92  0.38
H 2.97 -1.57 4.19  0.46
H -1.09 -0.93 2.66  0.16
H -0.17 -0.82 4.16  0.42
H -0.58 -2.40 3.50  0.45
H 4.25 -0.76 1.41  0.27
H 5.03 -0.98 -0.15  0.47
H 5.20 -2.22 1.09  0.52
H 3.94 -4.43 1.04  0.54
H 4.53 -4.24 -0.58  0.62
H 2.95 -5.00 -0.31  0.35
H 3.71 -3.99 -2.50  0.42
H 3.46 -3.64 -4.91  0.50
H 2.39 -1.53 -5.74  0.51
H 1.69 0.16 -4.06  0.80
C -5.65 3.64 2.25  -1.54
C -4.80 2.68 3.09  1.66
C -5.70 1.57 3.66  -1.93
C -4.18 3.44 4.27  -1.69
C -3.71 2.10 2.19  0.40
C -3.83 0.86 1.58  -0.09
C -2.80 0.37 0.80  0.49
Br -3.12 -1.24 -0.12  -0.03
C -1.62 1.09 0.61  -0.09
O -0.53 0.41 0.07  0.43
C -1.55 2.42 1.03  -1.19
C -2.59 2.85 1.86  -0.84
C -0.57 3.53 0.60  2.55
C 0.44 3.12 -0.46  -1.77
C -1.41 4.64 -0.05  -1.83
C 0.17 4.11 1.82  -1.93
H -6.44 4.08 2.87  0.45
H -6.13 3.12 1.42  0.34
H -5.04 4.45 1.85  0.31
H -6.41 2.01 4.36  0.44
H -5.12 0.82 4.19  0.41
H -6.28 1.08 2.88  0.34
H -4.97 3.75 4.95  0.46
H -3.65 4.34 3.95  0.35
H -3.48 2.81 4.82  0.38
H -4.71 0.25 1.71  0.35
H -2.53 3.86 2.24  0.18
H -0.05 2.70 -1.34  0.39
H 1.17 2.41 -0.08  -0.58
H 1.00 4.01 -0.76  0.83
H -1.93 4.26 -0.93  0.36
H -0.75 5.45 -0.36  0.49
H -2.16 5.06 0.63  0.35
H 0.70 3.33 2.37  0.18
H -0.52 4.60 2.52  0.42
H 0.89 4.85 1.49  0.50
O 3.11 0.56 -0.54  0.22
B 2.23 0.43 -1.61  2.66
O 2.22 1.56 -2.43  -0.90
C 3.14 2.42 -1.84  0.20
C 3.49 3.68 -2.24  -1.17
C 4.44 4.34 -1.45  -0.67
C 4.98 3.74 -0.31  -0.87
C 4.60 2.46 0.08  -1.16
C 3.67 1.83 -0.71  0.74
H 3.06 4.14 -3.12  0.58
H 4.75 5.34 -1.72  0.44
H 5.71 4.28 0.27  0.47
H 5.02 1.99 0.96  0.51
O 0.06 -2.90 -3.10  -0.62
C -0.72 -1.98 -3.16  -0.16
N -0.63 -0.83 -2.36  1.29
C -1.64 0.09 -2.76  -0.95
O -1.76 1.21 -2.34  -0.54
C -2.45 -0.59 -3.81  0.23
C -3.57 -0.14 -4.49  -0.44
C -4.11 -1.01 -5.44  -0.63
C -3.55 -2.26 -5.68  -0.66
C -2.42 -2.69 -4.99  -0.37
C -1.89 -1.82 -4.05  0.03
H -4.00 0.83 -4.30  0.56
H -4.99 -0.71 -5.99  0.44
H -4.00 -2.91 -6.42  0.45
H -1.97 -3.66 -5.17  0.57

Record 2
A molecular structure, C42H57As3Cl6N2O5PbTe in a non-equilibrium geometry, computed with wB97M-V/def2-TZVPD.

For the energy above the lowest of the compared OMol25 structures with the same formula, charge and spin, the calculation gives 46.46 kcal per mole. As for the charge: -2. For the HOMO-LUMO gap, the calculation gives 6.1 eV. The value obtained for the LUMO energy is 3.30 eV. The strongest force on any atom comes out at 3.8 eV/A.

Last column: Mulliken charge in e.
Atoms and positions in Å:
Pb 14.06 12.75 10.21  1.39
C 12.12 15.76 13.34  -1.32
As 11.47 14.21 12.24  1.22
C 10.01 15.31 11.41  -1.39
C 10.13 13.44 13.42  -1.62
C 10.40 12.48 14.55  3.03
C 11.21 13.14 15.67  -2.01
C 11.15 11.12 14.16  -2.12
As 12.96 11.14 13.27  1.25
C 13.97 11.13 14.96  -1.50
C 12.84 9.15 13.08  -1.18
C 9.01 12.22 15.25  -2.07
As 7.43 11.36 14.44  0.28
C 6.70 12.75 13.20  -0.93
C 7.97 10.14 12.96  -0.86
H 12.94 15.37 13.99  0.24
H 11.33 16.12 13.91  0.48
H 12.64 16.54 12.76  0.33
H 9.54 15.72 12.31  0.55
H 9.36 14.63 10.73  0.10
H 10.33 16.14 10.80  0.41
H 9.49 12.99 12.66  -0.47
H 9.45 14.22 13.81  0.88
H 12.22 13.45 15.37  0.03
H 11.38 12.47 16.50  0.50
H 10.66 14.05 15.96  0.46
H 10.60 10.49 13.46  0.25
H 11.36 10.58 15.05  0.65
H 13.39 10.42 15.57  0.44
H 13.96 12.13 15.41  0.27
H 14.99 10.82 14.85  0.45
H 12.03 8.76 13.62  0.58
H 13.72 8.59 13.37  0.43
H 12.75 8.84 12.01  -0.02
H 8.60 13.14 15.69  0.51
H 9.25 11.55 16.12  0.49
H 5.97 12.24 12.52  0.34
H 7.46 13.33 12.71  0.18
H 6.09 13.41 13.85  0.35
H 8.40 9.25 13.39  0.33
H 8.55 10.60 12.15  0.06
H 6.97 9.82 12.63  0.45
Cl 10.35 11.22 10.38  -0.24
C 10.55 12.46 9.19  1.18
C 11.69 13.32 9.16  -1.76
C 11.69 14.28 8.22  0.98
Cl 12.93 15.52 8.26  -0.30
C 10.52 14.67 7.50  -0.17
Cl 10.35 16.11 6.61  -0.23
C 9.44 13.80 7.49  -0.02
Cl 8.03 14.16 6.52  -0.25
C 9.46 12.65 8.35  -0.18
Cl 8.13 11.56 8.32  -0.21
O 14.77 14.03 13.49  0.19
O 14.37 14.46 14.88  -0.76
Cl 15.39 16.61 12.53  -0.39
C 15.79 14.74 13.15  0.13
H 16.55 14.96 13.96  0.37
H 16.25 14.30 12.19  -0.30
C 18.58 10.89 13.79  -0.26
Te 19.86 9.26 14.31  0.18
C 20.17 8.67 12.33  -0.81
H 17.80 10.44 13.20  -0.36
H 19.13 11.63 13.23  0.32
H 18.25 11.37 14.76  0.33
H 19.21 8.20 11.92  0.14
H 21.03 8.00 12.35  0.32
H 20.38 9.58 11.74  0.24
C 17.79 12.53 6.24  -1.22
C 17.24 13.88 6.24  -1.38
C 17.18 14.54 7.61  2.12
C 16.38 15.92 7.67  -0.91
C 16.44 16.60 9.03  -0.95
C 18.66 14.92 7.98  -0.13
O 19.33 15.76 7.41  -0.69
N 19.12 14.23 9.09  0.14
C 18.38 13.26 9.86  -0.05
O 19.00 12.71 10.74  -0.77
N 17.07 13.02 9.58  -0.04
C 16.46 13.49 8.49  -0.17
O 15.22 13.34 8.26  -0.70
H 18.16 12.29 5.24  0.46
H 17.16 11.76 6.66  0.20
H 18.77 12.55 6.75  0.32
H 16.23 13.95 5.80  0.30
H 17.86 14.51 5.64  0.62
H 15.35 15.60 7.35  0.29
H 16.84 16.57 6.90  0.35
H 16.17 15.95 9.86  0.01
H 15.76 17.44 9.07  0.47
H 17.52 16.76 9.22  0.35
H 20.04 14.45 9.47  0.29
C 16.29 5.93 10.54  -0.25
C 16.52 6.86 11.50  -0.81
C 16.03 8.13 11.38  -0.49
C 15.24 8.54 10.30  0.43
C 14.96 7.52 9.33  0.10
C 15.55 6.20 9.38  -1.06
C 14.74 9.92 10.31  -0.21
C 14.00 10.53 9.40  0.62
C 13.26 10.22 8.23  0.23
C 13.47 11.02 7.13  -0.82
C 12.59 11.07 6.06  -0.69
C 11.45 10.29 6.07  -0.80
C 11.29 9.46 7.18  -0.61
C 12.15 9.38 8.22  0.05
H 16.81 4.94 10.58  0.25
H 17.12 6.53 12.38  0.33
H 16.22 8.84 12.14  0.50
H 14.22 7.64 8.56  0.35
H 15.26 5.34 8.73  0.32
H 15.05 10.38 11.27  -0.09
H 14.25 11.73 7.20  0.88
H 12.83 11.60 5.12  0.33
H 10.77 10.46 5.27  0.46
H 10.36 8.84 7.20  0.21
H 12.04 8.71 9.11  0.33